Below is the molecule C7H12, with properties calculated with ωB97M-V/def2-TZVPD.

```
19
Properties=species:S:1:pos:R:3:forces:R:3:mulliken_charge:R:1
C 1.8363 -1.2439 0.8283 0.0610 -0.0233 0.0184 -1.62
C 0.4550 -1.1167 0.1965 -0.0275 -0.0326 -0.0788 0.75
C -0.4187 -0.0222 0.8405 0.1242 0.0025 -0.0838 -1.20
C -1.2623 0.5634 -0.3178 0.1638 -0.0070 -0.1411 0.85
C -1.4551 2.0841 -0.2191 -0.0300 0.0711 -0.0468 -1.46
C -0.6703 0.1609 -1.6522 0.2598 -0.2143 0.3851 -0.89
C 0.4648 -0.7282 -1.3031 0.1942 -0.2913 -0.2858 -0.73
H 2.4055 -0.3150 0.6937 -0.0827 -0.1337 0.0238 0.39
H 1.7623 -1.4371 1.9044 0.0213 0.0061 -0.1522 0.36
H 2.4094 -2.0631 0.3801 -0.0518 0.1161 0.0508 0.38
H -0.0606 -2.0837 0.2892 0.0659 0.1535 -0.0440 0.26
H -1.0284 -0.3996 1.6727 0.1258 0.0558 -0.2260 0.33
H 0.2213 0.7684 1.2584 -0.0413 -0.1044 -0.0995 0.35
H -2.2687 0.1002 -0.3332 0.2180 0.0010 -0.1489 0.32
H -0.4747 2.5747 -0.2233 -0.1526 -0.0346 -0.0177 0.37
H -1.9592 2.3656 0.7134 0.0774 -0.1247 -0.1547 0.34
H -2.0300 2.4678 -1.0654 0.0587 -0.0689 0.1084 0.39
H 1.3482 -0.1465 -1.6379 -0.1300 0.7360 0.5943 0.33
H 0.7254 -1.5290 -2.0250 -0.8543 -0.1076 0.2984 0.49
```
Forces are in eV/Å.

Summary:
HOMO-LUMO gap   8.6 eV
Relative energy (zero: lowest compared OMol25 entry of this formula, charge and spin)   303.1 kJ/mol
Highest occupied orbital energy   -8.25 eV
Total charge   0